ORCA calculation (ωB97M-V/def2-TZVPD) on a structure of composition C22H30BrNO2PdSe.

XYZ file:
```
58
C22H30BrNO2PdSe (ωB97M-V/def2-TZVPD)
Pd -0.1852 -2.0710 -0.7015
C 3.3885 4.8259 -0.0620
C 3.8414 3.3682 -0.1471
C 4.5040 3.1488 -1.5156
C 4.8753 3.1156 0.9587
C 2.6763 2.3938 0.0060
C 2.9217 1.0200 0.0124
C 1.8531 0.1719 0.1269
Br 2.1588 -1.7264 0.1099
C 0.5073 0.5466 0.2618
O -0.4187 -0.3839 0.4519
C 0.2537 1.9283 0.1993
C 1.3506 2.7917 0.0845
C -1.1394 2.5823 0.2421
C -1.2348 3.4550 1.5030
C -1.3115 3.4642 -1.0051
C -2.3166 1.6036 0.2671
H 4.2578 5.4797 -0.1486
H 2.9017 5.0411 0.8915
H 2.7007 5.0830 -0.8697
H 5.3153 3.8649 -1.6651
H 3.7778 3.2769 -2.3202
H 4.9218 2.1442 -1.5981
H 5.6707 3.8623 0.9075
H 5.3378 2.1325 0.8601
H 4.4129 3.1754 1.9456
H 3.9229 0.6210 -0.0830
H 1.1385 3.8505 0.0470
H -0.4570 4.2190 1.5277
H -1.1289 2.8412 2.3999
H -2.2053 3.9554 1.5432
H -0.6010 4.2903 -1.0320
H -2.3174 3.8895 -1.0219
H -1.1757 2.8737 -1.9130
H -2.3022 0.9805 1.1584
H -2.3214 0.9476 -0.6032
H -3.2420 2.1858 0.2693
C -4.3909 -2.6845 -0.2842
C -3.0063 -2.1432 -0.0852
N -2.6431 -1.8006 1.1528
O -2.2414 -2.0557 -1.0647
H -4.4729 -3.6388 0.2386
H -4.5658 -2.8427 -1.3434
H -5.1387 -1.9998 0.1163
H -3.3385 -1.7829 1.8784
H -1.8109 -1.2176 1.2570
Se -0.0024 -4.0231 -2.0437
C -0.9108 -5.3049 -0.9519
C -1.2228 -6.5436 -1.5109
C -1.8992 -7.5009 -0.7712
C -2.2860 -7.2379 0.5366
C -1.9661 -6.0127 1.1026
C -1.2794 -5.0541 0.3681
H -0.9381 -6.7539 -2.5346
H -2.1296 -8.4586 -1.2209
H -2.8263 -7.9812 1.1080
H -2.2464 -5.7992 2.1272
H -1.0160 -4.1134 0.8370
```

Output
- frontier orbital gap (eV) = 6.540
- energy (eV) = -167755.6536
- LUMO level (eV) = -0.7



ORCA calculation (ωB97M-V/def2-TZVPD) on a structure of composition C22H30CaI2N3O7S in a non-equilibrium geometry.

XYZ file:
```
66
C22H30CaI2N3O7S (ωB97M-V/def2-TZVPD)
Ca -0.2417 -0.1551 -0.0777
O 3.7369 1.2384 1.3570
C 2.8401 0.4216 0.7277
O 1.7229 0.8917 0.4192
C 3.5678 -0.4030 -0.3364
O 2.6876 -0.9622 -1.2784
C 2.5342 -0.2510 -2.5039
C 1.4291 0.8187 -2.4693
O 0.2619 0.3795 -2.2578
O 1.7413 2.0214 -2.6245
H 3.2158 1.7529 1.9845
H 4.2790 0.2764 -0.8180
H 4.1112 -1.2233 0.1310
H 3.4841 0.2061 -2.7957
H 2.2373 -1.0073 -3.2320
N -2.5148 -1.9241 1.5438
C -3.6247 -2.1810 0.6407
C -3.1499 -2.3383 -0.7957
N -2.3361 -1.1915 -1.1996
H -1.7893 -2.6242 1.4514
H -2.8124 -1.8868 2.5092
H -4.3058 -1.3239 0.7003
H -4.2188 -3.0741 0.8881
H -4.0338 -2.4756 -1.4325
H -2.5418 -3.2371 -0.8961
H -2.8354 -0.3205 -1.0364
H -2.0804 -1.2247 -2.1805
O 2.6186 -0.8463 2.0314
C 1.5484 -1.5428 1.9880
O 0.4031 -1.0750 1.9054
C 1.7551 -3.0377 1.9668
C 2.5995 -3.6065 2.9124
C 2.8737 -4.9660 2.8969
C 2.3156 -5.7555 1.9012
C 1.4837 -5.1951 0.9443
C 1.1861 -3.8370 0.9701
S 0.0773 -3.1394 -0.2626
H 3.0588 -2.9606 3.6501
H 3.5294 -5.4005 3.6401
H 2.5339 -6.8156 1.8584
H 1.0687 -5.8108 0.1567
C 0.9790 4.6613 -0.3357
N 0.2554 3.9349 -1.4046
C -0.4777 4.7942 -2.3609
C -0.5800 2.8131 -0.8381
C -1.7223 2.9623 0.1363
C -2.4021 4.1294 0.4464
C -3.5005 4.0548 1.3017
C -3.8818 2.8176 1.7918
C -3.1615 1.6696 1.4533
C -2.0322 1.6674 0.6233
H 1.6603 5.3771 -0.7914
H 1.5301 3.9141 0.2312
H 0.2534 5.1596 0.3019
H 0.9439 3.3681 -1.9576
H -1.3036 5.2813 -1.8534
H -0.8510 4.1455 -3.1494
H 0.2117 5.5295 -2.7712
H 0.1946 2.2292 -0.3565
H -0.9048 2.2735 -1.7251
H -2.1049 5.0974 0.0548
H -4.0475 4.9500 1.5724
H -4.7406 2.7468 2.4515
H -3.4891 0.7277 1.8878
I 0.2938 -4.4774 -2.5020
I 0.4612 -6.0413 -5.1841
```

Output
- frontier orbital gap (eV) = 6.966
- energy (eV) = -87585.0402
- charge = -1
- LUMO level (eV) = 2.0



ORCA calculation (ωB97M-V/def2-TZVPD) on a structure of composition C22H30CoN6OPS in a non-equilibrium geometry.

XYZ file:
```
62
C22H30CoN6OPS (ωB97M-V/def2-TZVPD)
Co -0.4544 0.3811 0.4367
N 1.6781 -1.5224 1.4201
P 1.6489 -0.6499 -0.0485
C 3.3918 -0.1379 -0.2179
C 4.3590 -1.1333 -0.3694
C 5.6971 -0.7863 -0.4352
C 6.0763 0.5494 -0.3672
C 5.1160 1.5388 -0.2301
C 3.7730 1.1968 -0.1533
C 1.5138 -1.9314 -1.3180
C 1.6737 -1.5083 -2.6388
C 1.6310 -2.4278 -3.6721
C 1.4256 -3.7736 -3.3938
C 1.2498 -4.1940 -2.0838
C 1.2881 -3.2760 -1.0427
C 0.9859 -1.1368 2.5445
C 1.1888 -1.7873 3.7682
C 0.4606 -1.3912 4.8649
C -0.4628 -0.3517 4.7349
C -0.6011 0.2406 3.5067
N 0.1094 -0.1296 2.4254
H 2.4315 -2.1777 1.5721
H 4.0715 -2.1750 -0.4589
H 6.4443 -1.5597 -0.5529
H 7.1228 0.8149 -0.4303
H 5.4128 2.5782 -0.1840
H 3.0231 1.9710 -0.0416
H 1.8471 -0.4585 -2.8534
H 1.7650 -2.0996 -4.6942
H 1.4069 -4.4938 -4.2006
H 1.0930 -5.2429 -1.8683
H 1.1491 -3.6124 -0.0220
H 1.9104 -2.5906 3.8351
H 0.6070 -1.8812 5.8178
H -1.0482 -0.0130 5.5769
H -1.2969 1.0590 3.3631
N -0.6435 2.5457 0.9544
N 0.1123 2.4462 -0.2671
H -1.3607 3.2633 0.9110
H -0.0094 2.7995 1.7042
H 0.8499 3.1405 -0.3307
H -0.5236 2.5879 -1.0430
C -2.0364 -2.1831 -0.4340
O -1.4697 -1.0579 0.1424
H -1.4136 -3.0574 -0.2115
H -2.0763 -2.0871 -1.5238
H -3.0411 -2.3643 -0.0427
S -2.3072 0.9673 -1.5315
C -3.8809 0.5889 -0.9470
N -4.1827 0.6500 0.3459
C -5.5188 0.3635 0.8757
C -6.2133 -0.6324 -0.0395
C -6.1884 -0.1048 -1.4652
N -4.8138 0.2508 -1.8239
H -3.4454 0.9137 0.9732
H -6.0943 1.2895 0.9391
H -5.4134 -0.0408 1.8804
H -7.2412 -0.7846 0.2809
H -5.6952 -1.5924 0.0090
H -6.8387 0.7669 -1.5617
H -6.5332 -0.8653 -2.1627
H -4.5498 0.2597 -2.7965
```

Output
- frontier orbital gap (alpha / beta) (eV) = 9.069 / 5.892
- energy (eV) = -92026.5243
- charge = +2
- LUMO level (alpha / beta) (eV) = -4.8 / -8.1
- multiplicity = 5



ORCA calculation (ωB97M-V/def2-TZVPD) on a structure of composition C22H30N2SSi2W.

XYZ file:
```
58
C22H30N2SSi2W (ωB97M-V/def2-TZVPD)
W -0.3213 0.1688 -0.1845
C 2.4225 0.7728 -2.2451
Si 0.6163 0.4158 -2.5479
C -0.2070 1.7898 -3.4786
C 0.3675 -1.2138 -3.4188
C 1.0573 0.9793 1.0912
C 0.8102 2.3009 0.5421
C 1.5473 3.4827 0.6024
C 0.9854 4.6281 0.0630
C -0.2720 4.5811 -0.5374
C -0.9339 3.3686 -0.6378
N -0.3826 2.2735 -0.1288
Si 1.7692 0.7160 2.8567
C 0.7899 1.9412 3.8467
C 1.3816 -1.0269 3.3703
C 3.5803 1.0791 2.8708
H 2.9714 0.5484 -3.1654
H 2.8699 0.1790 -1.4456
H 2.5748 1.8283 -2.0110
H 0.0974 1.7233 -4.5269
H 0.0882 2.7749 -3.1150
H -1.2946 1.7067 -3.4447
H 0.4631 -1.0328 -4.4937
H -0.6227 -1.6412 -3.2508
H 1.1210 -1.9554 -3.1461
H 2.5105 3.4929 1.0937
H 1.5154 5.5697 0.1248
H -0.7312 5.4727 -0.9400
H -1.8930 3.2647 -1.1280
H -0.2869 1.8178 3.7116
H 1.0570 2.9677 3.5862
H 1.0081 1.8011 4.9085
H 0.3872 -1.3391 3.0383
H 1.3821 -1.0939 4.4606
H 2.1219 -1.7450 3.0101
H 3.7847 2.1374 2.6983
H 4.1352 0.4932 2.1365
H 3.9744 0.8309 3.8602
C 1.2810 -2.3051 -0.0235
C -0.1429 -2.7619 -0.0710
C -0.5195 -4.0987 0.0155
C -1.8524 -4.4344 -0.0503
C -2.8309 -3.4350 -0.2028
C -4.2210 -3.6952 -0.2900
C -5.1011 -2.6593 -0.4276
C -4.6417 -1.3237 -0.4789
C -3.3004 -1.0508 -0.4011
S -2.6485 0.5867 -0.4214
C -2.3940 -2.1047 -0.2633
N -1.0608 -1.7908 -0.1887
H 1.9765 -3.1414 -0.0061
H 1.4743 -1.7204 0.8810
H 1.5302 -1.7109 -0.9119
H 0.2465 -4.8542 0.1204
H -2.1559 -5.4728 0.0115
H -4.5692 -4.7189 -0.2453
H -6.1625 -2.8535 -0.4938
H -5.3527 -0.5133 -0.5786
```

Output
- frontier orbital gap (alpha / beta) (eV) = 6.642 / 5.919
- energy (eV) = -54683.2095
- charge = +2
- LUMO level (alpha / beta) (eV) = -7.6 / -8.6
- multiplicity = 3